# 1
The following is a DFT calculation (ωB97M-V with the def2-TZVPD basis set) of a 2-piece molecular cluster, H2 overall.

Output
Orbital gap: 11.738 eV
Relative energy (zero: lowest compared OMol25 entry of this formula, charge and spin): 257.1 kJ/mol
Charge: 0
F_max: 4.70 eV/Å

XYZ file:
```
2
Properties=species:S:1:pos:R:3:forces:R:3:lowdin_charge:R:1
H 0.00000 0.00000 0.69595 0.0000 0.0000 -4.7013 0.000
H 0.00000 0.00000 -0.69595 0.0000 0.0000 4.7013 0.000
```
Positions in Å, forces in eV/Å.

---

# 2
The following is a DFT calculation (ωB97M-V with the def2-TZVPD basis set) of a 2-piece molecular cluster, C5H8O overall.

Output
SMILES: C1=COC=CC1.[H][H]
Orbital gap: 9.591 eV
Relative energy (zero: lowest compared OMol25 entry of this formula, charge and spin): 222.8 kJ/mol
Charge: 0
F_max: 0.25 eV/Å

XYZ file:
```
14
Properties=species:S:1:pos:R:3:forces:R:3:nbo_charge:R:1
C 0.79476 1.20284 0.33342 -0.1668 0.0045 0.0180 -0.272
C -0.52196 1.17076 0.50780 0.2122 0.0900 0.0778 0.121
O -1.36157 0.30324 -0.14537 0.0426 0.0476 -0.0652 -0.493
C -0.74933 -0.78224 -0.72079 0.1907 -0.1505 -0.0751 0.125
C 0.55476 -0.85618 -0.96411 -0.1753 0.0142 0.0172 -0.274
C 1.46181 0.31772 -0.69004 0.0328 -0.0064 0.0006 -0.465
H 1.38706 1.88187 0.93859 -0.1196 -0.0389 -0.1184 0.219
H -1.07551 1.79935 1.19688 0.1241 -0.0574 -0.0901 0.197
H -1.46541 -1.57265 -0.91756 0.1370 0.1018 0.0024 0.198
H 0.96024 -1.77799 -1.36931 -0.0972 0.1433 0.0009 0.219
H 1.64434 0.88161 -1.61826 0.0242 -0.0832 0.1297 0.211
H 2.44656 -0.01606 -0.34259 -0.1612 0.0228 -0.0059 0.216
H -2.00598 -0.91996 1.79494 -0.0407 -0.1050 0.0459 0.004
H -2.06977 -1.63230 1.99641 -0.0027 0.0173 0.0623 -0.008
```
Positions in Å, forces in eV/Å.